Entry 1:
Below is a single C28H24N2O5S2 molecule in a non-equilibrium geometry, with properties calculated with ωB97M-V/def2-TZVPD.

```
61
Properties=species:S:1:pos:R:3:forces:R:3:mulliken_charge:R:1
O -6.102 -1.347 -2.513 -0.181 0.046 -0.135 -0.583
C -5.270 -1.493 -1.665 -0.349 -0.204 0.049 0.420
O -3.956 -1.377 -1.904 0.653 -0.070 0.016 -0.342
H -3.805 -1.117 -2.827 -0.292 -0.004 0.077 0.294
C -5.552 -1.815 -0.214 0.066 0.210 -0.061 -0.525
C -5.631 -0.520 0.607 -0.171 -0.192 -0.015 -0.993
N -4.338 0.110 0.753 -0.376 -0.130 0.012 0.230
C -3.464 -0.228 1.768 0.217 0.358 -0.059 -0.191
O -3.684 -1.066 2.600 -0.033 -0.254 0.191 -0.649
C -2.231 0.640 1.625 0.167 -0.109 0.227 0.227
H -2.069 1.191 2.553 -0.069 -0.018 -0.008 0.567
C -2.494 1.505 0.386 0.027 0.232 -0.244 0.372
C -3.862 1.077 -0.110 0.299 0.196 0.253 -0.432
O -4.459 1.491 -1.066 -0.124 0.096 -0.239 -0.643
H -2.509 2.581 0.567 -0.043 -0.036 -0.003 0.611
C -1.358 1.099 -0.573 -0.100 0.099 -0.102 -0.485
H -1.551 1.374 -1.607 0.001 0.057 -0.049 0.690
C -1.230 -0.393 -0.269 0.031 -0.151 -0.049 -0.864
H -0.396 -0.868 -0.777 -0.006 -0.045 -0.018 0.143
H -2.136 -0.952 -0.489 -0.020 -0.047 -0.002 0.219
C -0.990 -0.182 1.224 -0.088 -0.150 0.241 -0.375
H -0.841 -1.069 1.836 0.002 0.035 0.007 0.490
C 0.205 0.784 1.226 0.328 -0.311 0.263 -0.725
H 0.258 1.356 2.154 -0.027 -0.003 -0.031 0.679
C -0.058 1.695 0.008 -0.136 0.307 -0.333 -0.473
H -0.247 2.712 0.365 -0.038 -0.064 -0.035 1.047
C 1.076 1.824 -1.042 -0.005 0.033 0.185 0.346
C 1.682 0.504 -1.349 0.320 -0.600 -0.026 0.325
C 2.041 -0.412 -0.433 -0.341 1.013 -0.051 -1.042
N 2.549 -1.592 -0.948 0.013 -0.264 0.369 0.255
C 2.599 -1.647 -2.315 -0.214 0.505 -0.782 0.632
O 3.004 -2.547 -2.998 0.178 -0.385 -0.136 -0.586
S 1.950 -0.106 -2.969 0.017 -0.098 0.346 -0.278
C 3.050 -2.650 -0.146 0.156 -0.311 0.188 0.332
C 3.907 -2.364 0.908 -0.046 -0.054 -0.176 0.135
C 4.388 -3.395 1.694 0.023 -0.009 0.059 -0.892
C 4.030 -4.705 1.421 0.041 -0.042 0.050 -0.453
C 3.185 -4.984 0.360 -0.013 0.001 0.002 -0.690
C 2.688 -3.961 -0.425 -0.022 0.105 0.002 -0.538
H 2.032 -4.172 -1.255 -0.041 0.007 -0.064 0.405
H 2.907 -6.004 0.143 -0.023 -0.087 -0.020 0.383
H 4.413 -5.508 2.033 0.035 -0.066 0.054 0.392
H 5.051 -3.173 2.516 0.057 0.014 0.076 0.395
H 4.199 -1.344 1.108 0.078 0.093 -0.006 0.480
S 1.789 -0.148 1.279 -0.174 -0.008 0.024 -0.239
C 2.088 2.863 -0.582 0.042 0.053 -0.111 -0.104
C 3.361 2.544 -0.136 0.026 -0.006 -0.045 -0.130
C 4.227 3.538 0.289 0.055 0.047 0.032 -0.983
C 3.834 4.863 0.269 0.070 0.049 0.038 -0.459
C 2.568 5.193 -0.187 -0.052 0.109 0.001 -0.814
C 1.706 4.200 -0.610 0.053 -0.035 0.037 -0.251
H 0.724 4.467 -0.978 -0.124 0.028 -0.044 0.450
H 2.255 6.226 -0.219 -0.019 0.091 -0.010 0.392
H 4.510 5.637 0.600 0.059 0.069 0.026 0.393
H 5.214 3.271 0.634 0.090 -0.018 0.031 0.418
H 3.693 1.518 -0.121 -0.016 -0.078 -0.035 0.414
H 0.619 2.210 -1.960 -0.033 0.007 0.104 0.935
H -6.299 0.194 0.118 0.054 -0.058 0.112 0.458
H -5.994 -0.753 1.611 0.015 0.067 -0.142 0.476
H -6.512 -2.326 -0.155 0.065 0.000 -0.077 0.399
H -4.764 -2.452 0.187 -0.060 -0.022 0.034 0.335
```
Positions in Å, forces in eV/Å.

Values from the calculation:
Orbital gap in Eh: 0.3065
Structure (SMILES): O=C(O)CCN1C(=O)[C@@H]2[C@@H]3C[C@@H]([C@H]4Sc5c(sc(=O)n5-c5ccccc5)[C@H](c5ccccc5)[C@@H]34)[C@@H]2C1=O
HOMO energy in hartree: -0.2939
LUMO energy in Ha: 0.013

=====

Entry 2:
Below is a 2-piece molecular cluster, C28H24NO8S2 overall in a non-equilibrium geometry, with properties calculated with ωB97M-V/def2-TZVPD.

```
63
Properties=species:S:1:pos:R:3:forces:R:3:mulliken_charge:R:1
C 3.072 -3.833 -3.474 -0.024 0.272 0.054 -0.462
C 3.607 -2.889 -4.358 0.005 0.114 0.176 -0.519
C 3.631 -1.534 -4.012 -0.088 -0.318 0.071 -0.264
C 3.120 -1.146 -2.779 0.335 -0.068 0.067 0.149
S 3.052 0.589 -2.332 -0.989 -0.293 0.492 1.462
C 1.281 0.825 -2.162 0.519 -0.824 0.116 -0.393
C 0.728 1.250 -0.988 1.423 1.979 -2.992 -0.720
S 0.370 0.743 -3.692 -0.250 -1.132 -0.012 1.239
C -0.932 -0.420 -3.288 -0.142 0.150 -0.003 0.097
C -0.733 -1.778 -3.549 -0.071 0.047 0.356 -0.351
C -1.657 -2.700 -3.056 -0.030 0.213 -0.160 -0.607
C -2.774 -2.259 -2.339 0.107 0.218 0.070 -0.461
C -2.971 -0.892 -2.112 -0.031 -0.022 -0.235 -0.488
C -2.068 0.038 -2.627 0.050 -0.316 0.100 -0.206
O -0.216 2.027 -3.997 0.237 -0.456 0.201 -0.739
O 1.196 0.040 -4.654 -0.203 0.646 0.042 -0.608
O 3.658 0.727 -1.023 -0.324 0.040 -0.695 -0.703
O 3.473 1.392 -3.446 0.479 -0.096 0.067 -0.683
C 2.623 -2.075 -1.864 0.012 -0.224 -0.442 -0.416
C 2.573 -3.425 -2.231 0.165 0.250 0.016 -0.554
H 3.049 -4.889 -3.749 -0.022 0.310 0.062 0.367
H 4.004 -3.196 -5.327 -0.133 0.026 0.300 0.362
H 4.028 -0.785 -4.693 -0.181 -0.104 0.133 0.440
H -0.340 1.451 -1.093 0.758 0.818 -0.290 0.307
H 1.497 1.701 -0.344 -0.710 0.009 -0.459 0.618
H 0.141 -2.098 -4.111 -0.089 0.086 0.173 0.483
H -1.493 -3.763 -3.239 -0.128 0.279 0.052 0.404
H -3.498 -2.979 -1.958 0.230 0.170 -0.040 0.360
H -3.820 -0.527 -1.534 0.177 -0.185 -0.180 0.371
H -2.231 1.106 -2.514 0.051 -0.153 0.152 0.410
H 2.267 -1.737 -0.895 -0.018 -0.078 -0.139 0.344
H 2.150 -4.148 -1.534 0.153 0.139 -0.206 0.417
C -1.217 3.246 3.499 -0.011 0.136 0.024 -1.069
C -0.613 3.707 2.172 0.485 -0.621 -0.640 1.350
C -0.495 5.232 2.088 -0.047 -0.613 -0.119 -1.793
O 0.724 3.180 2.009 -0.603 0.287 0.390 -0.385
C 0.824 1.808 1.834 -1.094 -0.517 -1.335 -0.068
O 1.765 1.220 2.314 0.432 0.364 0.056 -0.692
C -0.152 1.191 0.903 -2.264 0.934 4.913 2.055
C -0.304 -0.283 1.118 0.061 -0.489 0.358 -1.515
C -0.771 -0.626 2.531 0.121 -0.284 -0.724 0.217
C -2.128 -0.825 2.799 -0.164 -0.275 0.261 0.104
C -2.532 -1.313 4.042 -0.046 0.160 -0.176 -1.076
C -1.580 -1.555 5.043 0.037 0.028 -0.235 0.642
C -1.983 -2.097 6.309 -0.695 -0.873 2.124 0.082
N -2.305 -2.538 7.345 0.652 0.894 -2.123 -0.607
C -0.225 -1.301 4.795 0.023 0.112 -0.171 -1.116
C 0.165 -0.829 3.547 0.208 -0.327 0.415 -0.033
C -1.473 1.891 0.867 2.040 -1.222 -0.251 0.054
O -2.505 1.343 0.526 -0.223 0.530 -0.182 -0.645
O -1.439 3.246 1.073 -0.081 0.704 0.688 -0.412
H -1.294 2.151 3.569 0.064 0.321 -0.103 -0.038
H -0.597 3.619 4.325 -0.105 -0.162 -0.199 0.401
H -2.218 3.685 3.593 0.173 -0.176 -0.010 0.394
H -0.033 5.493 1.130 -0.126 0.019 0.221 0.418
H -1.496 5.673 2.162 0.262 -0.056 -0.037 0.368
H 0.136 5.583 2.916 -0.206 -0.097 -0.286 0.365
H -1.026 -0.656 0.383 0.161 -0.131 0.136 0.327
H 0.679 -0.742 0.941 -0.233 -0.161 0.053 0.338
H -2.859 -0.634 2.009 0.249 -0.109 0.279 0.435
H -3.585 -1.538 4.224 0.350 0.134 0.026 0.391
H 0.529 -1.507 5.559 -0.334 0.109 -0.188 0.402
H 1.220 -0.641 3.350 -0.356 -0.119 -0.009 0.452
```
Positions in Å, forces in eV/Å.

Values from the calculation:
Orbital gap in Eh: 0.2463
HOMO energy in hartree: -0.1593
LUMO energy in Ha: 0.087
Total charge: -1

=====

Entry 3:
Below is C28H25AsHfN5O2S4Te as an isolated structure in a non-equilibrium geometry, with properties calculated with ωB97M-V/def2-TZVPD.

```
67
Properties=species:S:1:pos:R:3:forces:R:3:mulliken_charge:R:1
Hf 1.172 0.518 -1.190 0.581 -0.148 1.093 0.029
S 2.111 4.665 1.023 0.053 -0.226 0.561 -0.525
As 1.814 3.172 -0.433 0.416 2.560 0.108 0.290
S 3.186 1.423 -0.081 -0.031 -0.061 -0.123 -0.442
S -0.274 2.288 -0.288 0.442 -0.062 -0.339 -0.428
S 2.103 4.001 -2.328 -0.119 -0.334 -0.132 -0.452
O -0.298 -0.666 -1.723 -0.407 -0.457 0.031 0.052
C -0.621 -1.887 -1.415 -0.517 -1.591 -0.068 0.911
C -1.960 -2.221 -1.137 0.319 0.360 -0.106 -0.805
C -2.319 -3.500 -0.793 0.023 -0.174 0.039 -0.537
C -1.369 -4.514 -0.726 -0.052 -0.167 -0.001 -0.826
C -0.053 -4.230 -1.025 0.026 0.174 -0.039 -0.711
C 0.339 -2.935 -1.368 -0.615 0.171 -0.166 0.587
C 1.743 -2.638 -1.565 0.229 -0.011 -0.076 0.090
N 2.365 -1.560 -1.111 -0.390 -0.289 -0.137 0.331
C 3.686 -1.708 -1.447 0.378 -0.143 0.055 -0.337
C 3.863 -2.882 -2.109 0.245 0.334 0.279 -0.778
N 2.627 -3.466 -2.173 -0.353 0.131 0.113 -0.010
H -2.695 -1.432 -1.185 -0.031 0.110 -0.021 0.540
H -3.352 -3.717 -0.568 -0.114 -0.031 0.039 0.412
H -1.658 -5.510 -0.429 -0.021 -0.127 0.001 0.399
H 0.704 -5.001 -0.942 -0.021 -0.024 0.005 0.421
H 4.412 -0.963 -1.180 0.033 0.087 -0.081 0.425
H 4.735 -3.338 -2.532 0.113 -0.023 -0.052 0.436
H 2.403 -4.317 -2.660 -0.123 0.057 0.049 0.236
C -4.444 2.707 2.415 0.106 -0.061 -0.060 -1.465
C -2.998 2.772 2.808 -0.045 0.062 0.006 0.931
C -2.189 3.809 2.357 0.006 -0.103 0.167 -0.805
C -0.860 3.884 2.706 0.095 -0.026 0.083 -0.653
C -0.282 2.902 3.510 -0.512 -0.086 0.105 0.611
N 1.063 3.068 3.845 0.108 0.501 -0.227 0.084
C 1.891 2.312 4.603 0.038 -0.598 0.364 0.302
O 2.781 2.765 5.289 0.283 0.255 0.061 -0.702
N 1.670 0.923 4.635 0.197 0.444 0.575 -0.008
C 1.341 0.063 3.610 -0.218 -0.800 -0.752 0.062
C 1.243 -1.301 3.898 -0.047 0.407 -0.164 -0.784
C 0.851 -2.165 2.898 -0.009 0.102 -0.090 -1.075
C 0.617 -1.662 1.631 -0.114 -0.200 -0.041 -0.193
N 0.786 -0.379 1.311 0.072 -0.227 -0.004 0.514
C 1.117 0.463 2.284 0.118 0.331 0.280 0.054
C -1.089 1.873 3.986 0.047 -0.071 0.115 -0.185
C -2.426 1.814 3.631 -0.025 0.126 -0.148 -1.080
H -4.857 3.711 2.337 -0.124 0.002 -0.034 0.377
H -5.018 2.143 3.147 -0.115 -0.022 0.024 0.382
H -4.552 2.216 1.446 -0.096 0.010 -0.047 0.247
H -2.591 4.579 1.716 -0.140 0.086 -0.092 0.350
H -0.246 4.693 2.340 0.071 0.002 -0.097 0.313
H 1.455 3.956 3.538 0.146 -0.279 0.059 0.217
H 2.158 0.488 5.410 -0.014 0.282 -0.210 0.260
H 1.453 -1.659 4.896 -0.006 -0.031 0.122 0.417
H 0.731 -3.221 3.085 -0.022 -0.085 0.016 0.447
H 0.274 -2.321 0.851 0.096 -0.033 -0.009 0.121
H 1.231 1.504 2.008 0.022 -0.144 -0.005 0.491
H -0.705 1.122 4.659 0.061 0.034 -0.008 0.506
H -3.029 0.999 4.009 -0.070 -0.036 0.042 0.336
Te 2.232 0.574 -3.766 0.061 -0.013 -0.985 -0.105
C 0.438 0.100 -4.795 0.264 0.072 0.192 -0.032
C 0.446 -0.698 -5.931 0.290 -0.008 0.035 -0.507
C -0.717 -0.953 -6.630 -0.104 -0.116 -0.157 -0.454
C -1.918 -0.415 -6.200 -0.170 -0.038 -0.057 -0.417
C -1.940 0.369 -5.058 -0.171 -0.010 0.006 -0.645
C -0.771 0.632 -4.367 -0.123 0.284 0.254 -0.203
H 1.382 -1.113 -6.272 0.107 -0.101 -0.070 0.372
H -0.686 -1.583 -7.509 -0.009 -0.003 -0.090 0.357
H -2.828 -0.600 -6.754 -0.056 -0.044 0.003 0.364
H -2.877 0.776 -4.700 -0.026 0.080 -0.001 0.392
H -0.801 1.273 -3.488 -0.037 -0.059 -0.193 0.498
```
Positions in Å, forces in eV/Å.

Values from the calculation:
Orbital gap in Eh: 0.2139
HOMO energy in hartree: -0.1410
LUMO energy in Ha: 0.073
Relative energy (zero: lowest compared OMol25 entry of this formula, charge and spin) in kJ/mol: 114.27
Total charge: -1

=====

Entry 4:
Below is C28H25BGaN10O2S as an isolated structure in a non-equilibrium geometry, with properties calculated with ωB97M-V/def2-TZVPD.

```
68
Properties=species:S:1:pos:R:3:forces:R:3:mulliken_charge:R:1
Ga 0.413 1.181 -0.303 0.466 0.905 0.051 0.236
C 4.388 3.248 -0.366 0.059 0.037 -0.019 -1.509
C 3.006 3.373 -0.301 0.181 -0.102 -0.041 -0.200
N 2.420 2.171 -0.288 -0.231 0.245 0.026 -0.325
N 3.430 1.261 -0.343 0.225 0.028 0.030 0.593
C 4.612 1.889 -0.395 -0.011 0.102 0.023 0.137
B 3.023 -0.228 -0.411 0.490 -0.294 -0.001 0.579
N 2.216 -0.452 0.921 -0.083 -0.191 -0.136 0.805
C 2.567 -1.173 1.989 -0.074 -0.010 0.174 0.008
C 1.709 -0.869 3.036 -0.056 0.107 0.003 -1.476
C 0.837 0.079 2.525 0.046 -0.138 0.010 -0.120
N 1.158 0.320 1.250 -0.313 0.043 -0.293 -0.129
N 2.200 -0.315 -1.739 -0.088 -0.223 0.070 0.851
C 2.483 -0.967 -2.870 -0.117 -0.042 -0.146 0.036
C 1.543 -0.627 -3.831 -0.077 0.163 -0.010 -1.335
C 0.695 0.272 -3.206 0.053 -0.144 -0.057 -0.090
N 1.118 0.469 -1.953 -0.446 -0.135 0.402 -0.123
N 4.074 -1.308 -0.459 0.139 0.375 -0.123 0.325
C 5.434 -1.392 -0.404 0.158 0.149 0.081 -0.159
C 5.774 -2.715 -0.444 -0.027 -0.189 -0.058 -0.807
C 4.541 -3.400 -0.528 0.274 0.369 -0.094 -0.566
N 3.537 -2.549 -0.548 -0.466 -0.381 0.121 -1.009
H 5.123 4.032 -0.395 -0.010 0.012 0.014 0.475
H 2.450 4.292 -0.272 0.051 -0.044 0.026 0.454
H 5.539 1.347 -0.449 -0.060 0.036 -0.012 0.353
H 3.408 -1.845 1.980 -0.007 -0.018 -0.176 0.501
H 1.735 -1.271 4.033 0.003 0.009 0.009 0.465
H 0.032 0.616 3.001 -0.045 -0.073 -0.001 0.604
H 3.329 -1.625 -2.958 0.003 -0.037 0.177 0.471
H 1.494 -0.974 -4.847 0.010 -0.015 -0.001 0.461
H -0.180 0.778 -3.579 -0.014 -0.022 -0.023 0.482
H 6.074 -0.530 -0.336 -0.041 -0.064 0.009 0.343
H 6.761 -3.143 -0.444 0.019 0.070 0.061 0.461
H 4.363 -4.460 -0.590 -0.054 -0.024 0.003 0.481
C -4.658 -4.283 3.468 0.022 -0.077 0.107 -1.509
C -3.987 -3.457 2.417 0.058 0.034 -0.119 0.886
C -3.963 -3.883 1.088 0.015 0.037 0.125 -0.846
C -3.298 -3.157 0.116 0.023 0.070 -0.165 -0.593
C -2.630 -2.003 0.497 0.023 0.451 -0.146 0.370
C -2.636 -1.550 1.809 0.036 0.022 -0.022 -0.231
C -3.336 -2.267 2.759 0.039 -0.027 -0.069 -0.854
S -1.588 -1.235 -0.689 0.520 -1.322 0.407 1.279
O -2.137 -1.316 -2.004 -0.221 0.221 -0.030 -0.683
O -0.244 -1.676 -0.448 -0.121 0.368 -0.086 -0.538
N -1.485 0.423 -0.276 -0.205 0.312 -0.504 0.048
C -2.454 1.277 -0.579 0.415 -0.458 0.302 0.768
C -3.798 0.944 -0.851 -0.417 0.038 -0.180 -0.623
C -4.721 1.943 -1.107 -0.029 -0.152 0.042 -1.119
C -4.355 3.279 -1.079 -0.050 0.042 0.037 -0.788
C -3.011 3.665 -0.814 0.381 -0.101 0.082 0.511
C -2.575 5.003 -0.774 -0.046 -0.090 0.014 -0.591
C -1.247 5.266 -0.548 -0.013 0.081 -0.013 -0.938
C -0.359 4.206 -0.379 0.119 -0.004 0.051 0.400
N -0.744 2.935 -0.404 0.181 -0.403 0.060 0.075
C -2.053 2.664 -0.593 -0.314 0.457 -0.086 0.355
H -5.370 -4.981 3.033 -0.051 0.031 0.023 0.390
H -5.163 -3.661 4.206 -0.050 -0.002 -0.029 0.385
H -3.910 -4.872 4.005 -0.002 0.004 -0.012 0.317
H -4.458 -4.806 0.815 -0.045 0.015 -0.011 0.395
H -3.276 -3.477 -0.918 -0.034 -0.072 0.026 0.497
H -2.087 -0.653 2.070 -0.050 -0.019 0.109 0.269
H -3.358 -1.916 3.783 -0.019 -0.032 0.020 0.434
H -4.094 -0.097 -0.867 -0.019 0.059 0.024 0.531
H -5.746 1.675 -1.318 0.000 0.005 -0.002 0.459
H -5.090 4.053 -1.260 -0.015 -0.012 -0.011 0.469
H -3.287 5.807 -0.912 0.011 0.011 -0.043 0.505
H -0.876 6.281 -0.509 0.025 -0.010 0.015 0.470
H 0.690 4.384 -0.210 -0.123 0.017 -0.017 0.226
```
Positions in Å, forces in eV/Å.

Values from the calculation:
Orbital gap (spin up / spin down) in Eh: 0.2426 / 0.1705
HOMO energy (spin up / spin down) in hartree: -0.5037 / -0.5037
<S²>: 0.784
LUMO energy (spin up / spin down) in Ha: -0.261 / -0.333
Total charge: +2
2S+1: 2